# 1
Density functional theory data (ωB97M-V with the def2-TZVPD basis set) for a structure of composition CCu3N9O30.

As for the net charge: -5. Its multiplicity is 4. The value obtained for the HOMO energy (alpha / beta) is 0.1150 / 0.1151 hartree. The strongest force on any atom is 4.4 eV/A.

Geometry as XYZ:
```
43
CCu3N9O30 ωB97M-V with the def2-TZVPD basis set
Cu -21.83156 -0.10998 2.68300
Cu -22.90044 -4.23297 6.92585
Cu -18.07603 -3.86182 5.86650
N -15.96981 -2.50314 3.54238
O -15.43015 -1.43046 3.22860
O -17.16170 -2.42203 3.99760
O -15.45264 -3.60759 3.34019
N -20.75351 -2.22883 4.91693
O -19.76301 -2.69932 5.50260
O -20.71509 -1.22038 4.17294
O -21.81174 -2.75229 5.26222
N -18.40421 0.41546 5.63788
O -19.34482 1.16543 5.31384
O -17.51954 0.26282 4.83874
O -18.57016 -0.26287 6.64378
N -23.55375 1.18452 5.21617
O -23.11341 2.34032 5.43963
O -23.07254 0.48839 4.31999
O -24.46255 0.77255 5.94285
N -20.27389 -6.20683 7.08187
O -21.48430 -6.18211 6.74184
O -19.56877 -5.28680 6.63166
O -19.75460 -6.96176 7.90867
N -24.65778 -5.35991 4.26877
O -25.64012 -5.76626 3.58641
O -24.28248 -6.05492 5.24249
O -24.13876 -4.29209 3.94758
N -22.36171 -1.61940 8.68249
O -21.94268 -2.66671 8.11439
O -22.71683 -1.59513 9.89536
O -22.33383 -0.54249 8.08675
N -18.06339 -3.72106 8.81861
O -18.61612 -2.84271 8.16674
O -18.19586 -3.96987 10.04343
O -17.21393 -4.47600 8.24719
N -17.97636 -5.74012 4.01915
O -17.79825 -6.57945 3.15205
O -18.54262 -4.64970 3.81240
O -17.36001 -5.72116 5.12387
C -20.00776 0.76711 1.00137
O -20.94650 0.12647 0.44176
O -19.79303 1.98060 0.73524
O -19.69605 0.30967 2.14437
```



# 2
Density functional theory data (ωB97M-V with the def2-TZVPD basis set) for the molecule C22H24N4O5S.

As for the net charge: 0. The value obtained for the HOMO energy is -0.2905 hartree. The strongest force on any atom is 1.4 eV/A. Its SMILES is Cc1cccnc1NC(=O)C1CCN(S(=O)(=O)c2c(C)noc2/C=C/c2ccco2)CC1.

Geometry as XYZ:
```
56
C22H24N4O5S ωB97M-V with the def2-TZVPD basis set
C 3.13065 -0.73894 3.64828
C 1.97227 -1.65452 3.90404
C 2.07541 -2.70849 4.79496
C 0.99174 -3.54835 5.01819
C -0.17277 -3.29451 4.32143
N -0.29759 -2.29599 3.46270
C 0.73100 -1.48984 3.25369
N 0.58537 -0.43773 2.36332
C -0.46202 0.02116 1.60667
O -0.31398 1.07206 1.01735
C -1.71103 -0.83116 1.50359
H -1.94047 -1.21479 2.49918
C -1.38582 -2.02639 0.59231
C -1.21202 -1.55614 -0.84521
N -2.41805 -0.90940 -1.32884
S -2.19690 0.18565 -2.55226
O -1.21089 -0.37790 -3.42803
O -3.49235 0.50192 -3.07962
C -1.52042 1.66073 -1.84529
C -0.18528 1.94408 -1.62517
C 0.97911 1.16096 -1.90108
C 2.18738 1.44575 -1.38235
C 3.36908 0.67781 -1.62159
C 3.61230 -0.43014 -2.40573
C 4.97649 -0.74108 -2.24223
C 5.47245 0.18775 -1.37442
O 4.51562 1.04307 -0.99368
H 6.45445 0.33652 -0.97019
H 5.51717 -1.54102 -2.70494
H 2.90192 -0.94313 -3.02012
H 2.29930 2.29682 -0.72510
H 0.81207 0.31613 -2.55243
O -0.09487 3.16142 -1.07478
N -1.33393 3.68503 -0.92722
C -2.20100 2.81271 -1.37184
C -3.66157 3.06465 -1.36126
H -4.13266 2.48837 -2.15344
H -3.85000 4.12613 -1.49623
H -4.08622 2.76338 -0.40403
C -3.44013 -0.61872 -0.35314
C -2.87591 -0.00281 0.92848
H -3.67844 0.08686 1.66116
H -2.50324 0.99988 0.70937
H -4.13988 0.06067 -0.84055
H -3.97716 -1.54571 -0.12352
H -0.37055 -0.85506 -0.90268
H -0.99083 -2.39872 -1.50842
H -0.47198 -2.51423 0.93003
H -2.19249 -2.75635 0.65041
H 1.38433 0.18429 2.31126
H -1.05524 -3.90777 4.44074
H 1.05874 -4.37231 5.70960
H 3.00674 -2.87518 5.31738
H 3.40940 -0.74544 2.59407
H 2.89117 0.28512 3.93706
H 3.99257 -1.05891 4.22853
```



# 3
Density functional theory data (ωB97M-V with the def2-TZVPD basis set) for a structure of composition C41H35N10NiO4S.

As for the net charge: +1. Its multiplicity is 3. The value obtained for the HOMO energy (alpha / beta) is -0.3618 / -0.3618 hartree. The strongest force on any atom is 3.0 eV/A.

Geometry as XYZ:
```
92
C41H35N10NiO4S ωB97M-V with the def2-TZVPD basis set
Ni 0.83151 0.14572 0.20759
O -3.04074 -1.25608 -0.05444
C -1.83792 -0.96314 -0.23186
N -1.20903 0.16695 0.14402
C -1.91256 1.29017 0.47650
O -3.15021 1.41739 0.44982
C -1.04603 2.42973 0.81233
C -1.62544 3.71093 0.91450
C -0.80942 4.78874 1.22509
C 0.54822 4.55634 1.43006
C 1.03999 3.26722 1.29438
N 0.27201 2.21210 0.99089
C -0.92871 -1.95403 -0.86431
C -1.46149 -3.19241 -1.23725
C -0.61322 -4.16702 -1.73814
C 0.73652 -3.85669 -1.89516
C 1.19062 -2.61329 -1.48807
N 0.39166 -1.67184 -0.96119
H -2.69729 3.80251 0.73331
H -1.22885 5.79249 1.30156
H 1.23606 5.35545 1.68873
H 2.10636 3.08994 1.42484
H -2.53586 -3.35637 -1.11873
H -0.98522 -5.15378 -2.00115
H 1.45220 -4.55731 -2.32232
H 2.24480 -2.34872 -1.56969
S -0.77519 4.68841 -4.06395
C -0.07814 3.38391 -3.13920
C -0.56978 2.08953 -3.34682
C -0.04276 1.03643 -2.60779
N 0.95786 1.18995 -1.71717
C 1.49710 2.41231 -1.60794
C 0.99656 3.53712 -2.24811
C -0.57731 6.08246 -2.99268
C -1.73140 6.62928 -2.42908
C -1.60233 7.71268 -1.56412
N -0.42460 8.22075 -1.20808
C 0.67136 7.72712 -1.77177
C 0.65422 6.68483 -2.69916
H -1.37991 1.89909 -4.05718
H -0.44383 0.04317 -2.76583
H 2.38130 2.52465 -0.97768
H 1.44333 4.51451 -2.04777
H -2.70814 6.21843 -2.65269
H -2.46869 8.20382 -1.13173
H 1.60651 8.19167 -1.47070
H 1.58042 6.36392 -3.18440
N 7.88010 1.08124 -0.64648
C 6.89258 1.92592 -0.25348
O 7.06705 3.14234 -0.05380
C 5.54893 1.30282 -0.09792
C 4.78863 1.62434 1.01747
C 3.53378 1.05910 1.16848
N 2.95886 0.26855 0.23232
C 3.71161 -0.01546 -0.86857
C 5.00092 0.45013 -1.04979
H 8.82112 1.45497 -0.68849
H 7.73064 0.08204 -0.67044
H 5.15677 2.31136 1.78148
H 2.94600 1.27100 2.06496
H 3.24851 -0.62080 -1.64864
H 5.52574 0.15625 -1.96391
C -7.41645 -5.24203 0.48917
C -5.97183 -5.06929 0.84371
C -5.05944 -6.11336 0.67250
C -3.71051 -5.95007 0.94835
C -3.25929 -4.70279 1.42503
N -1.92862 -4.44614 1.78640
C -0.82549 -5.23420 1.57718
O -0.82152 -6.30362 0.95078
N 0.33752 -4.79079 2.18742
C 0.77711 -3.51226 2.52097
C 1.81802 -3.34775 3.44469
C 2.22132 -2.05954 3.74560
C 1.68417 -0.97578 3.04279
N 0.77176 -1.14172 2.06061
C 0.26969 -2.37596 1.88322
C -4.17398 -3.65554 1.60283
C -5.50746 -3.83300 1.30847
H -7.73010 -6.29107 0.59494
H -7.61859 -4.93583 -0.55545
H -8.05065 -4.60420 1.12944
H -5.41835 -7.07397 0.29976
H -2.97292 -6.73960 0.81646
H -1.79884 -3.62177 2.36556
H 1.00755 -5.54830 2.30155
H 2.26280 -4.22665 3.91300
H 2.97078 -1.85687 4.51300
H 1.98043 0.03679 3.29681
H -0.58143 -2.47034 1.22126
H -3.80706 -2.68699 1.92945
H -6.21443 -3.01023 1.43384
```



# 4
Density functional theory data (ωB97M-V with the def2-TZVPD basis set) for a structure of composition C6H9NPbS.

As for the net charge: +2. The value obtained for the HOMO energy (alpha / beta) is -0.6515 / -0.6553 hartree. The strongest force on any atom is 2.6 eV/A.

Geometry as XYZ:
```
18
C6H9NPbS ωB97M-V with the def2-TZVPD basis set
Pb -0.73171 0.55608 -1.31365
C -0.85715 0.60676 -4.10788
H -1.76825 0.27211 -3.62680
H -0.83732 1.68197 -4.29335
H -0.72542 0.04204 -5.05578
H 0.24046 0.25363 -3.39519
H 0.70527 0.03220 -2.63472
S -0.66904 -1.85411 -0.34167
C -0.09662 -1.02866 1.06033
C 0.02299 -1.53979 2.35779
C 0.47964 -0.71173 3.38427
C 0.83311 0.61133 3.09400
C 0.70229 1.08439 1.80163
N 0.23525 0.28321 0.80327
H -0.26611 -2.57981 2.51248
H 0.56038 -1.09452 4.39975
H 1.21266 1.28746 3.85984
H 0.95956 2.09745 1.49567
```



# 5
Density functional theory data (ωB97M-V with the def2-TZVPD basis set) for a structure of composition C23H43IrN2OP3S.

As for the net charge: +3. Its multiplicity is 5. The value obtained for the HOMO energy (alpha / beta) is -0.5578 / -0.6254 hartree. The strongest force on any atom is 4.5 eV/A.

Geometry as XYZ:
```
74
C23H43IrN2OP3S ωB97M-V with the def2-TZVPD basis set
Ir -0.38537 0.21275 -0.37964
P 0.44237 -1.93827 -0.46495
P 1.16492 1.07719 1.35292
P 0.90960 0.91736 -1.92658
H -4.10168 1.97618 -3.73280
C -3.25363 1.26907 -3.56094
C -3.69474 0.05662 -4.38036
H -4.66212 0.18114 -4.90531
C -0.52234 -3.29260 0.31146
C 2.14189 -2.24479 0.18444
C 0.50975 -2.58474 -2.17500
C 0.57576 2.75550 1.79544
C 1.25238 0.26207 3.00533
C 2.96455 1.31901 1.05033
C 0.10747 0.59744 -3.53612
C 2.63164 0.30818 -2.22010
C 1.11510 2.73606 -1.87608
H -2.37053 1.80556 -3.89947
H -2.96615 -0.27669 -5.13537
H -1.59637 -3.08661 0.20959
H -0.28130 -3.41211 1.37745
H -0.30220 -4.24714 -0.19393
H 2.24422 -1.88737 1.22256
H 2.90726 -1.75279 -0.43699
H 2.33804 -3.33279 0.17575
H -0.49732 -2.51397 -2.61776
H 0.79693 -3.64991 -2.13752
H 1.22883 -2.05547 -2.81559
H 1.27600 3.23459 2.49516
H -0.40840 2.67702 2.27391
H 0.48419 3.37025 0.89246
H 2.08232 0.68654 3.59405
H 1.42361 -0.81891 2.90644
H 0.31978 0.42116 3.56388
H 3.43424 1.73895 1.95980
H 3.15699 2.01424 0.21925
H 3.45806 0.35600 0.83719
H 0.66560 1.10003 -4.33622
H -0.92386 0.95946 -3.54178
H 0.08927 -0.47588 -3.74560
H 3.08550 0.88389 -3.04194
H 2.64675 -0.74942 -2.50897
H 3.26894 0.43250 -1.33718
H 1.36996 3.10858 -2.88120
H 1.89984 3.05856 -1.17464
H 0.16481 3.19020 -1.56198
C -3.94621 -0.33047 -1.83394
C -3.15811 0.91386 -2.07159
C -3.78324 2.14676 -1.49790
C -4.99002 2.09137 -0.84432
C -5.60678 0.86276 -0.58881
C -5.01841 -0.34964 -0.96046
S -4.13591 -1.40114 -3.26736
H -3.36007 -2.33101 -3.82082
H -2.07336 0.70501 -1.75849
H -3.40234 3.13556 -1.82960
H -5.50581 3.01300 -0.53750
H -6.54519 0.79103 -0.04203
H -5.37390 -1.32875 -0.65586
N -4.07373 -0.82979 5.65384
C -4.48038 -0.14506 4.52754
O -5.59458 0.35220 4.45205
C -3.49532 -0.13892 3.40340
C -2.44905 -1.05480 3.29410
C -1.54565 -0.93516 2.24984
N -1.67232 0.00057 1.29276
C -2.67319 0.89067 1.38619
C -3.64366 0.81418 2.38526
H -4.65276 -0.74052 6.46995
H -3.09807 -1.00729 5.82170
H -2.31797 -1.85862 4.01245
H -0.70497 -1.61257 2.19248
H -2.71296 1.66430 0.61226
H -4.47846 1.51638 2.35540
```



What is the net charge in the second record? 0



strongest force on any atom of number 4 (C6H9NPbS)? 2.6 eV/A



Which value of net charge does entry 2 give? 0



Look up the strongest force on any atom of the fourth one. 2.6 eV/A